174
Properties=species:S:1:pos:R:3:forces:R:3:lowdin_charge:R:1 method="wB97M-V/def2-TZVPD" e_above_lowest_ev=0.0000 e_lumo_ev="-2.19 / -7.38" homo_ev="-10.9 / -10.9" homo_lumo_gap_ev="8.67 / 3.48" s_squared=0.754 spin_multiplicity=2 charge=+1
O 2.55260 -4.18340 4.23335 -0.726 -0.948 0.604 -0.13
O -6.30818 0.52003 -1.16953 -2.545 0.718 -0.260 -0.11
O -2.15101 0.33280 -5.35931 0.901 0.499 0.476 -0.17
O -0.66861 3.94355 5.25149 -0.274 -0.450 2.626 -0.12
O 6.67044 -0.15909 -1.04889 1.727 0.392 -0.956 -0.12
O 1.49810 1.12406 -4.07015 0.033 -0.009 0.690 -0.17
O -4.30432 5.70903 1.55734 0.096 -0.444 0.870 -0.12
O 2.50718 0.40735 6.49631 1.574 -0.077 -0.115 -0.15
O 1.48012 -4.48698 -3.36858 -0.840 -1.400 0.076 -0.14
O 4.31170 5.40663 0.99054 0.613 0.443 0.148 -0.12
N -0.28989 0.63262 -0.39114 0.372 0.009 -0.176 -0.15
N -2.89996 -4.51741 1.36563 3.125 -3.780 1.928 0.07
C -4.92060 -5.36163 2.53129 -0.366 -0.541 -0.142 -0.06
C -3.73651 -5.74128 1.63163 -1.807 1.695 0.338 -0.15
C 1.58820 3.03637 -5.37820 -0.485 0.351 0.222 -0.15
C -1.70426 -1.99922 -5.34440 -0.150 0.568 -1.165 -0.16
C 5.31210 0.17270 -0.91752 0.398 0.045 0.209 -0.20
C -0.45560 -0.22603 -1.58066 0.147 0.849 0.217 -0.23
C -5.09754 -1.29121 -0.68812 0.694 -0.800 0.183 -0.18
C 1.48863 0.84492 5.63674 -1.625 -0.671 1.653 -0.21
C -0.79322 4.22694 3.05058 -0.044 0.639 -1.354 -0.18
C 0.68396 2.24061 -4.45460 -0.116 -0.430 -0.954 -0.20
C -2.35291 -5.12731 -1.03657 0.226 -0.123 0.610 -0.04
C 0.85854 0.22098 0.37961 -1.055 0.104 1.860 -0.24
C -5.04390 1.09308 -1.06345 0.560 -0.538 0.169 -0.21
C 2.90473 2.88414 -4.67974 1.783 0.259 -0.477 -0.18
C 3.61230 4.22900 1.31124 -0.784 -0.982 -1.039 -0.21
C 3.14099 -2.86209 -3.82278 -0.821 -0.283 -0.480 -0.14
C -4.15685 -0.09687 -0.76078 1.407 -0.370 0.150 -0.18
C 2.85727 1.59471 -3.87040 -1.227 0.548 -0.331 -0.17
C -1.85617 -2.45431 2.44096 -0.301 -0.081 -0.757 -0.04
C -4.20880 4.88256 -0.59325 0.676 -1.037 -1.398 -0.21
C -1.83862 -4.79030 0.38275 -0.608 1.681 -2.361 -0.18
C 0.16857 4.28280 4.20039 -0.652 0.651 -1.271 -0.23
C -3.79293 4.58786 0.82818 -0.388 0.728 -1.305 -0.21
C -2.25646 -3.94460 2.58006 -0.880 1.806 0.699 -0.16
C -1.86635 3.23576 4.86184 0.632 0.418 0.248 -0.17
C 0.78163 0.85099 1.78735 1.319 -0.168 0.001 -0.07
C 5.69036 -2.05927 -0.32858 -0.367 -2.162 0.262 -0.20
C -5.10624 6.56461 0.72761 0.418 0.104 -0.284 -0.18
C 7.00339 -1.40467 -0.46433 0.084 0.837 0.098 -0.20
C 4.48815 5.52706 -0.44486 -1.090 -0.220 0.546 -0.17
C -4.53528 6.33276 -0.65795 -0.593 0.672 -0.370 -0.17
C 2.92843 3.79530 -0.01021 0.693 -0.294 0.405 -0.17
C -0.88980 -1.64200 -1.31560 -0.877 -0.399 0.411 -0.10
C -3.41891 -0.30774 -5.19966 0.918 -1.085 -1.043 -0.18
C -1.67662 3.07823 3.40396 -0.136 -1.419 -1.092 -0.19
C -1.03637 -0.60414 -5.52308 -1.751 -0.793 1.326 -0.15
C 1.93057 -0.29180 7.62481 1.347 -0.271 -1.190 -0.18
C 0.54308 -0.38385 5.65173 0.295 0.833 0.072 -0.15
C 3.99872 4.19958 -0.98734 0.479 0.612 -0.957 -0.19
C -6.23329 -0.83806 -1.54415 0.346 0.126 0.055 -0.20
C 3.44063 -3.06888 4.40524 -0.251 -0.231 -0.212 -0.15
C -1.43810 2.61167 -1.33176 0.320 0.098 -0.076 -0.07
C 1.81144 -3.15017 -3.05880 2.251 0.453 -0.101 -0.21
C 3.04445 -3.89868 -4.90990 1.161 -0.004 -1.309 -0.21
C 3.42004 -2.33287 3.06047 0.028 1.152 0.843 -0.17
C 2.43469 -5.11037 -4.27799 0.168 1.842 0.083 -0.17
C -0.11434 2.04686 -0.74221 -1.489 0.516 -1.633 -0.22
C 2.64165 -3.24384 2.18568 -0.231 -0.780 -1.261 -0.18
C 0.68691 -0.96182 7.09717 -1.565 0.578 -0.648 -0.15
C 1.68707 -3.96067 3.13856 1.235 0.731 -0.697 -0.21
C 4.67513 -0.97296 -0.18488 -0.655 -0.367 0.580 -0.18
C -3.05343 -1.73628 -4.70941 -0.589 0.856 0.233 -0.17
H 2.68201 -1.04507 7.86149 0.064 0.223 0.452 0.12
H -1.62818 2.41894 -2.38761 0.154 -1.155 -0.065 0.06
H 2.45793 -3.55638 -5.76250 -0.071 -0.001 -0.008 0.12
H -3.21933 -6.53195 2.17520 1.005 0.272 -0.236 0.15
H -2.58548 -6.18838 -1.12680 -0.252 0.135 -0.115 0.08
H 1.03974 1.68917 6.16004 -0.580 0.354 -0.320 0.12
H -1.89465 -2.29536 -6.37599 0.034 -0.744 0.088 0.11
H 3.53461 0.81187 -4.21168 -0.055 0.056 0.047 0.11
H 0.54052 5.30223 4.30304 0.109 -0.032 0.413 0.13
H 0.96047 -1.06175 4.90719 -0.323 -0.299 -0.063 0.08
H 1.81920 0.37056 -0.11320 0.248 0.051 -0.155 0.11
H -4.67236 -5.13017 3.56710 0.322 0.342 -0.230 0.08
H -1.45726 3.69214 -1.47425 0.139 0.305 1.152 0.07
H -1.13291 -2.14979 -2.24896 0.376 -0.046 -0.179 0.06
H -1.39450 5.13603 3.03857 0.142 0.204 -0.314 0.13
H -0.32517 -0.47514 -4.70720 0.230 0.578 -0.283 0.09
H 1.01262 1.90990 1.90335 -0.493 0.239 -0.460 0.05
H -0.19201 -2.25405 -0.74411 0.353 0.075 -0.176 0.05
H 1.02272 3.63619 3.99936 0.151 -0.512 0.523 0.10
H 4.51209 -0.81364 0.88102 -0.386 0.452 -0.140 0.10
H 3.17208 -1.84621 -4.21665 0.215 -0.016 0.177 0.11
H 2.89320 -1.38427 3.16395 0.327 0.279 0.035 0.10
H -3.39374 4.69635 -1.29262 -0.055 -0.372 -0.048 0.09
H 0.72256 -0.82462 0.65590 0.315 -0.372 -0.582 0.09
H 4.89123 0.23471 -1.92107 -0.136 0.570 -0.006 0.11
H -3.78156 -2.49984 -4.98310 -0.099 0.104 -0.005 0.11
H -3.66107 6.95196 -0.85909 0.097 -0.018 0.234 0.12
H -2.97973 -1.71578 -3.62210 0.018 -0.026 0.198 0.08
H 1.59363 2.62389 -6.38712 -0.091 -0.046 0.074 0.12
H 4.05248 -3.13193 -3.28942 -0.201 0.482 0.630 0.10
H 0.21427 2.66218 0.09534 -0.248 -0.400 0.156 0.08
H -0.19235 1.90247 -5.00763 0.003 -0.424 0.225 0.11
H 1.99781 4.34656 -0.14489 -0.049 -0.066 -0.166 0.12
H 2.08777 -3.00043 -2.01509 -0.567 -0.405 0.494 0.10
H 3.23206 -5.65361 -3.77086 -0.370 -0.286 0.487 0.12
H 1.60958 0.43105 2.35854 -0.066 -0.448 0.304 0.05
H -3.20235 -4.48951 -1.28100 -0.050 -0.160 -0.108 0.08
H 0.48307 -0.25436 -2.13401 0.181 0.156 -0.403 0.11
H 5.31204 1.10060 -0.34559 -0.617 0.272 -0.311 0.12
H -2.61500 3.00698 2.85398 0.069 0.143 -0.077 0.11
H 3.66666 4.32380 -2.01806 -0.123 -0.108 -0.024 0.10
H 3.08636 -2.48701 5.25614 0.058 0.299 -0.100 0.11
H 3.42182 -3.90070 1.80101 -0.555 -0.764 -0.260 0.12
H 7.43029 -1.22527 0.52242 0.221 0.019 0.194 0.12
H -4.99761 1.81223 -0.24565 -0.434 0.155 -0.139 0.11
H 4.03077 -4.20721 -5.25641 0.115 0.350 -0.409 0.12
H -0.45449 -0.03433 5.38564 -0.226 -0.476 -0.040 0.09
H 0.29683 2.81276 -3.61146 0.369 0.129 0.321 0.10
H -2.73137 -1.87462 2.14755 -0.169 0.007 0.192 0.08
H -3.43745 -0.21121 -1.57164 0.098 -0.192 -0.001 0.09
H 5.50160 5.77645 -0.75924 0.051 0.017 0.484 0.12
H -1.09106 2.18520 3.18554 -0.203 -0.305 0.091 0.08
H 1.29822 4.08658 -5.41096 -0.070 -0.036 -0.248 0.12
H -0.60111 -0.50185 -6.51715 0.120 0.199 0.200 0.12
H -3.57849 0.03642 0.15346 0.072 -0.006 0.010 0.10
H 7.73248 -1.96931 -1.04546 -0.043 0.264 -0.262 0.13
H -1.13794 -2.25409 1.64587 0.236 -0.221 0.124 0.05
H -4.12299 0.26450 -4.59559 0.476 0.081 0.451 0.11
H 2.78435 2.71944 -0.10947 -0.425 -0.012 0.367 0.09
H -2.77040 3.81711 5.04304 0.163 0.340 0.408 0.12
H -0.16459 -0.66812 7.71100 -0.171 0.112 -0.105 0.10
H 1.79121 0.40342 8.45268 -0.218 -0.069 0.014 0.12
H 4.83595 3.50175 -1.00167 -0.095 -0.276 0.110 0.11
H -1.27768 -3.86130 0.28073 0.115 -0.057 0.213 0.09
H -3.84827 -0.31046 -6.20153 -0.376 -0.434 -0.131 0.12
H -4.19655 3.60766 1.08194 -0.153 0.125 0.809 0.10
H -1.40167 -4.56232 2.85544 0.230 -0.255 -0.520 0.13
H 2.84890 4.34313 2.08086 0.237 0.589 0.236 0.11
H -4.65830 -2.21578 -1.06272 0.240 -0.105 -0.027 0.09
H 3.79368 6.31045 -0.74833 0.191 0.281 -0.247 0.12
H 2.04960 -5.69763 -5.11162 -0.878 -0.350 0.718 0.12
H -4.09395 -6.13408 0.67977 0.188 0.116 0.035 0.12
H 4.42951 -2.20474 2.66976 -0.124 0.391 0.121 0.10
H -5.00754 7.59038 1.08277 0.183 -0.105 0.119 0.12
H -2.25009 2.21076 -0.72509 -0.289 0.463 -0.081 0.07
H 1.03661 -2.42394 -3.30439 -0.221 -0.277 -0.300 0.09
H -5.51005 -4.56990 2.06888 -0.074 -0.043 0.219 0.09
H -1.94226 2.29857 5.41321 0.112 -0.010 0.098 0.11
H 4.44042 -3.43691 4.63560 -0.137 -0.246 0.076 0.12
H 1.72825 1.17083 4.62459 0.860 -0.276 0.197 0.10
H -1.83259 -1.67550 -0.76960 -0.179 0.235 0.273 0.05
H 0.65033 -2.05121 7.10001 0.539 0.024 -0.013 0.10
H 3.78419 -1.32635 -0.70398 -0.429 0.345 0.465 0.10
H -1.21005 0.27615 -2.18623 0.088 -0.190 -0.301 0.10
H -5.21655 6.47094 -1.49751 -0.234 0.427 0.217 0.12
H 3.07393 3.75890 -4.05184 0.125 -0.138 0.127 0.09
H 1.23988 -4.85656 2.70784 0.505 -0.521 0.348 0.11
H -1.14524 -2.76171 -4.80200 0.283 0.144 -0.212 0.10
H 3.08074 1.89203 -2.84582 -0.216 -0.618 0.452 0.09
H -1.55035 -4.90966 -1.74130 -0.001 -0.003 0.017 0.08
H -1.12769 -5.55387 0.69842 -0.324 -0.210 0.684 0.16
H -5.98948 -0.94654 -2.60097 0.112 0.073 -0.324 0.12
H -5.42867 -1.47834 0.33337 -0.139 0.097 0.070 0.11
H -0.28878 4.04639 2.10135 -0.107 0.360 -0.242 0.10
H -0.16432 0.59259 2.26328 0.078 0.093 -0.073 0.07
H 5.38172 -2.63842 -1.19888 0.539 -0.311 -0.095 0.11
H 2.15705 -2.78577 1.32345 -0.033 0.259 0.017 0.10
H 3.75296 2.80182 -5.35932 -0.020 0.390 -0.174 0.12
H -7.14696 -1.40750 -1.37373 -0.256 0.594 0.197 0.13
H -4.73114 1.56537 -1.99470 -0.094 0.248 -0.116 0.12
H 4.27997 3.42728 1.62675 0.319 -0.010 0.179 0.11
H -2.91686 -4.00632 3.44503 -0.282 -0.130 -0.357 0.12
H -6.16835 6.32160 0.75879 -0.098 -0.360 0.171 0.12
H 5.75017 -2.71255 0.54191 -0.437 -0.335 -0.067 0.11
H -5.04994 4.26930 -0.91653 -0.143 0.041 0.072 0.11
H -2.70506 4.52641 0.79869 0.135 0.258 0.873 0.10
H 0.83683 -3.31360 3.35416 -0.147 0.443 0.497 0.09
H 0.61087 2.20811 -1.53981 0.708 -0.327 -0.033 0.09
H -5.53650 -6.25247 2.65440 -0.210 0.029 -0.342 0.09
H -1.47244 -2.02856 3.36810 -0.019 -0.340 0.059 0.08